# 1
{"formula": "C3H3FOS", "method": "wB97M-V/def2-TZVPD", "elements": ["C", "C", "C", "O", "F", "S", "H", "H", "H"], "coordinates": [[0.737, -0.550, -1.221], [-0.189, 0.862, 0.937], [-0.673, -0.163, 0.183], [1.044, -1.633, -1.361], [-0.743, -1.370, 0.741], [0.673, 0.464, 2.316], [1.055, 0.469, -1.571], [-0.320, 1.831, 0.482], [-1.585, 0.091, -0.506]], "mulliken_charge": [0.167, -0.368, -0.037, -0.262, -0.267, -0.203, 0.312, 0.331, 0.327], "spin_multiplicity": 1, "e_homo_ev": [-8.67, -8.67], "lumo_energy_ev": [-0.9436, -0.9434], "homo_lumo_gap_ev": [7.722, 7.723], "fmax_ev_per_a": 5.8}



# 2
{"formula": "C3H2O3S", "method": "wB97M-V/def2-TZVPD", "elements": ["C", "C", "C", "O", "O", "O", "S", "H", "H"], "coordinates": [[1.371, -0.115, 0.202], [1.300, -2.424, -0.529], [0.105, 0.422, 0.022], [0.745, -2.962, 0.306], [3.602, 1.191, -0.279], [2.238, -0.416, 1.186], [3.080, -0.129, -0.272], [0.084, 1.037, -0.929], [-0.625, 0.566, 0.739]], "mulliken_charge": [0.412, 0.183, -0.704, -0.172, -0.457, -0.308, 0.523, 0.204, 0.319], "spin_multiplicity": 1, "e_homo_ev": -9.64, "lumo_energy_ev": 0.0903, "homo_lumo_gap_ev": 9.726, "fmax_ev_per_a": 5.6}



# 3
{"formula": "C4H21N2O8", "method": "wB97M-V/def2-TZVPD", "elements": ["C", "N", "C", "O", "O", "C", "C", "N", "H", "H", "H", "H", "H", "H", "H", "H", "H", "H", "H", "O", "H", "H", "O", "H", "H", "O", "H", "H", "O", "H", "H", "O", "H", "H", "O"], "coordinates": [[0.713, -0.076, -0.504], [0.991, -0.569, -1.840], [0.052, -1.319, -2.612], [0.428, -1.702, -3.717], [-1.033, -1.500, -1.982], [1.773, -0.466, 0.529], [2.283, -1.887, 0.281], [1.072, -0.318, 1.836], [0.596, 1.004, -0.584], [-0.239, -0.505, -0.228], [1.881, -0.316, -2.219], [2.635, 0.180, 0.655], [1.441, -2.569, 0.359], [2.730, -1.934, -0.709], [3.013, -2.158, 1.044], [1.607, -0.707, 2.594], [0.189, -0.833, 1.754], [1.799, 2.011, 0.875], [2.244, 3.354, 1.236], [2.123, 2.812, 0.447], [-0.172, 1.265, 2.333], [-1.657, 1.552, 2.002], [-0.896, 1.860, 2.529], [-3.002, -0.953, -0.678], [-2.540, -0.320, -1.960], [-3.177, -0.183, -1.234], [-4.126, 1.148, 0.848], [-2.762, 0.531, 0.487], [-3.237, 1.034, 1.178], [-0.406, 3.047, -0.349], [0.829, 3.523, -1.054], [-0.115, 3.386, -1.200], [-1.909, -3.527, 0.193], [-1.242, -2.302, -0.507], [-1.887, -2.561, 0.197]], "mulliken_charge": [0.931, -0.183, 0.438, -0.776, -0.829, -0.064, -1.527, -0.479, -0.532, -0.118, 0.207, 0.367, 0.258, 0.355, 0.476, 0.189, 0.299, 0.348, 0.304, -0.654, 0.378, 0.370, -0.722, 0.329, 0.356, -0.770, 0.271, 0.547, -0.726, 0.342, 0.324, -0.663, 0.254, 0.380, -0.679], "spin_multiplicity": 1, "e_homo_ev": -5.27, "total_charge": -1, "lumo_energy_ev": 2.8693, "homo_lumo_gap_ev": 8.141, "fmax_ev_per_a": 1.6}



# 4
{"formula": "C4H9NO2", "method": "wB97M-V/def2-TZVPD", "elements": ["C", "C", "O", "C", "N", "C", "O", "H", "H", "H", "H", "H", "H", "H", "H", "H"], "coordinates": [[0.222, 1.291, 0.345], [0.573, 0.558, 1.661], [-0.440, 0.618, 2.633], [0.216, 0.450, -0.912], [-0.569, -0.656, -0.919], [-0.359, -1.813, -1.745], [1.073, 0.643, -1.760], [-0.775, 1.654, 0.577], [0.701, 2.239, 0.121], [1.544, 0.959, 1.957], [0.761, -0.495, 1.498], [-0.687, 1.535, 2.790], [-1.358, -0.665, -0.287], [-1.107, -1.860, -2.541], [0.587, -1.739, -2.277], [-0.382, -2.719, -1.142]], "mulliken_charge": [-0.647, -0.439, -0.519, 0.545, -0.203, -0.884, -0.629, 0.318, 0.372, 0.275, 0.343, 0.321, 0.234, 0.290, 0.326, 0.296], "spin_multiplicity": 1, "e_homo_ev": -9.61, "lumo_energy_ev": 0.7630, "homo_lumo_gap_ev": 10.371, "fmax_ev_per_a": 1.8}



# 5
{"formula": "C5H7NO", "method": "wB97M-V/def2-TZVPD", "elements": ["N", "C", "O", "C", "C", "C", "C", "H", "H", "H", "H", "H", "H", "H"], "coordinates": [[-1.335, 1.959, 0.634], [-1.421, 0.878, -0.168], [-2.052, 0.605, -1.158], [0.783, -1.258, -1.671], [1.144, -0.740, -0.509], [1.100, 0.726, -0.291], [-0.165, 0.724, 0.525], [-1.387, 2.737, -0.042], [0.743, -0.791, -2.653], [0.759, -2.321, -1.714], [1.484, -1.404, 0.290], [0.979, 1.255, -1.248], [1.980, 1.081, 0.234], [-0.114, 0.322, 1.541]], "mulliken_charge": [-0.562, 0.398, -0.537, -0.782, -0.107, -0.382, -0.132, 0.289, 0.249, 0.255, 0.328, 0.290, 0.288, 0.405], "spin_multiplicity": 1, "e_homo_ev": -9.69, "lumo_energy_ev": 0.9855, "homo_lumo_gap_ev": 10.679, "fmax_ev_per_a": 1.9}



# 6
{"formula": "C4H10O2", "method": "wB97M-V/def2-TZVPD", "elements": ["C", "C", "C", "O", "C", "O", "H", "H", "H", "H", "H", "H", "H", "H", "H", "H"], "coordinates": [[-2.005, -0.278, -0.510], [-1.176, 0.101, 0.699], [0.005, -0.728, 1.025], [1.078, -0.685, -0.576], [1.594, 0.746, -0.446], [2.887, 0.755, -0.923], [-2.886, 0.365, -0.587], [-1.408, -0.178, -1.422], [-2.314, -1.326, -0.451], [-0.980, 1.181, 0.699], [-1.780, -0.054, 1.612], [-0.238, -1.782, 0.779], [1.769, -1.095, -0.025], [1.619, 1.135, 0.574], [0.872, 1.263, -1.080], [2.935, 0.527, -1.860]], "mulliken_charge": [-1.069, -0.167, -0.649, -0.463, -0.215, -0.523, 0.345, 0.259, 0.310, 0.288, 0.352, 0.173, 0.422, 0.318, 0.282, 0.337], "spin_multiplicity": 1, "e_homo_ev": -7.62, "lumo_energy_ev": 0.6127, "homo_lumo_gap_ev": 8.229, "fmax_ev_per_a": 2.8}



The calculation returns the following relative energy (zero: lowest compared OMol25 entry of this formula, charge and spin) values, one per record and in order: 250.08, 425.86, 88.33, 127.20, 304.21, 461.76 kJ/mol.
The calculation returns the following calculated total energy values, one per record and in order: -18756.4489, -20117.0808, -23852.3509, -9878.7423, -8833.0499, -8400.7613 eV.